(1)
Below is the molecule C5H8O5 in a non-equilibrium geometry, with properties calculated with ωB97M-V/def2-TZVPD.

## Properties
- Relative energy (zero: lowest compared OMol25 entry of this formula, charge and spin): 82.3 kcal/mol
- Lowest unoccupied orbital energy: 0.5 eV
- SMILES: CO[C@@H]1[C@H](O)[C@@H]1OC(=O)O

Element x y z (Å)
C: 0.855 1.542 0.052
O: 1.193 0.235 -0.389
C: 0.265 -0.392 -1.129
C: 0.163 -1.847 -1.087
O: 1.476 -2.644 -0.388
C: 1.408 -3.767 0.258
O: 1.735 -3.913 1.420
O: -0.710 -1.300 1.144
C: -0.874 -1.295 -0.194
H: 0.520 2.163 -0.792
H: 0.059 1.484 0.807
H: 1.756 1.977 0.497
H: -0.056 0.109 -2.049
H: -0.147 -2.383 -1.983
H: -1.911 -1.337 -0.540
O: 0.829 -4.759 -0.453
H: 0.138 -1.695 1.418
H: 0.813 -5.562 0.083

Atomic forces in eV per Å
-0.3048 0.0441 0.0918
1.0319 0.1164 0.5531
-1.7450 -0.3170 0.5874
2.0121 -2.6737 0.6982
-1.7360 3.0945 -1.7738
-1.4384 -1.0390 1.6388
0.2727 0.0657 -0.9093
0.2839 0.2623 1.1102
1.0259 0.5104 -1.8121
0.0832 -0.0942 0.1608
0.1225 0.0922 -0.1705
-0.2348 -0.1700 -0.1615
0.0688 -0.1779 0.1811
0.2666 0.0402 0.2188
0.3628 -0.1014 0.2680
0.1187 0.0545 -0.5261
-0.2551 0.1645 -0.3467
0.0652 0.1284 0.1919

(2)
Below is the molecule C18H28N2O5S, with properties calculated with ωB97M-V/def2-TZVPD.

## Properties
- Relative energy (zero: lowest compared OMol25 entry of this formula, charge and spin): 2.0 kcal/mol
- Lowest unoccupied orbital energy: 0.6 eV
- SMILES: Cc1cc(S(=O)(=O)NCC(C)C)ccc1OCC(=O)NC[C@@H]1CCCO1

Element x y z (Å)
C: -0.760 -3.132 0.767
C: -0.111 -1.791 0.628
C: 1.145 -1.640 0.069
C: 1.712 -0.385 -0.054
C: 1.043 0.741 0.373
C: -0.215 0.616 0.938
C: -0.792 -0.643 1.069
O: -2.027 -0.870 1.606
C: -2.740 0.217 2.148
H: -3.606 -0.227 2.649
H: -2.153 0.756 2.901
C: -3.256 1.222 1.109
O: -3.554 2.358 1.418
N: -3.338 0.721 -0.133
H: -3.158 -0.260 -0.289
C: -3.878 1.450 -1.252
H: -3.183 1.378 -2.093
H: -3.989 2.493 -0.951
C: -5.237 0.869 -1.670
C: -6.290 0.933 -0.544
H: -7.233 1.317 -0.933
C: -6.445 -0.527 -0.114
H: -5.728 -0.775 0.669
C: -6.090 -1.260 -1.405
H: -6.958 -1.295 -2.079
H: -5.718 -2.275 -1.253
O: -5.050 -0.505 -1.992
H: -7.447 -0.763 0.236
H: -5.963 1.577 0.269
H: -5.582 1.408 -2.564
H: -0.739 1.502 1.258
H: 1.506 1.706 0.249
S: 3.342 -0.209 -0.752
O: 3.393 0.979 -1.551
O: 3.733 -1.461 -1.342
N: 4.236 0.054 0.651
H: 4.566 -0.837 0.992
C: 5.301 1.033 0.552
H: 4.829 1.952 0.202
C: 6.428 0.644 -0.415
C: 7.477 1.753 -0.446
H: 8.258 1.517 -1.164
H: 7.935 1.869 0.535
H: 7.024 2.699 -0.730
C: 7.061 -0.690 -0.025
H: 6.353 -1.506 -0.159
H: 7.394 -0.671 1.012
H: 7.923 -0.892 -0.658
H: 5.982 0.542 -1.409
H: 5.698 1.196 1.559
H: 1.700 -2.493 -0.290
H: -1.073 -3.292 1.797
H: -1.651 -3.185 0.143
H: -0.076 -3.921 0.470

Atomic forces in eV per Å
-0.0120 0.0674 0.0239
-0.1835 0.1812 0.1222
-0.0262 0.0024 -0.0315
0.4671 0.0506 -0.3185
-0.0395 0.0087 -0.0169
-0.1188 -0.0069 0.0841
0.4313 -0.1530 -0.1469
0.0907 -0.2079 -0.1552
-0.1736 0.3422 0.2366
0.1138 0.1159 -0.0561
-0.0595 -0.0177 -0.1550
0.2668 -0.4520 0.1117
-0.0957 0.2614 0.2430
-0.1064 -0.3237 -0.3058
0.0697 0.0828 0.1590
-0.3545 -0.0364 -0.3161
-0.0330 0.0852 0.0429
0.0313 -0.0698 -0.1037
0.2096 0.5619 0.0707
0.0670 -0.1188 -0.0891
-0.0066 0.0305 0.0165
0.0696 -0.0610 -0.2305
-0.0086 -0.0401 0.0209
-0.3052 -0.1994 0.1811
0.0558 -0.0433 0.0532
-0.0689 0.0295 -0.0217
0.2674 0.0862 -0.0200
-0.0370 -0.0343 0.0625
-0.0230 0.0774 0.0286
0.0428 -0.0714 0.1052
-0.0337 0.1069 0.0421
-0.0200 0.2012 0.0342
-0.1230 -0.3613 0.6277
-0.0233 0.2666 0.2497
-0.1513 -0.0347 0.2251
-0.5660 -0.1842 -0.5864
-0.0678 -0.2340 0.0440
0.3194 0.3379 -0.5068
0.1790 0.1123 0.1413
0.1350 0.0643 0.2499
-0.2782 -0.1875 -0.0876
0.1109 0.0232 -0.0490
0.0954 0.0431 0.1223
0.0064 0.1689 -0.0267
-0.2071 0.1981 -0.1613
0.0106 -0.1558 0.0166
0.0865 -0.0216 0.1365
0.0849 -0.0861 -0.0262
0.0715 0.0427 0.0188
-0.0470 0.0099 -0.0384
-0.0071 -0.1868 -0.0187
-0.0426 -0.1016 0.0365
-0.0906 -0.0896 -0.0182
0.0271 -0.0793 -0.0205

(3)
Below is a cluster of 3 separate species, C27H38N3O6 in total in a non-equilibrium geometry, with properties calculated with ωB97M-V/def2-TZVPD.

## Properties
- Lowest unoccupied orbital energy: 1.0 eV
- Charge: -1

Element x y z (Å)
C: -2.215 5.149 2.051
C: -2.874 4.212 1.074
N: -2.909 4.391 -0.427
C: -1.658 3.780 -1.093
C: -0.545 4.985 -1.133
C: -2.153 3.242 -2.560
C: -0.961 2.979 -3.651
C: 0.394 2.278 -3.055
C: 0.333 0.618 -3.007
C: 1.872 0.112 -2.597
C: 1.969 -0.522 -1.087
C: 2.861 0.383 -0.033
C: 4.313 0.862 -0.623
C: 4.646 2.458 -0.447
C: 3.404 3.470 -0.797
C: -1.232 2.519 -0.079
O: -1.956 1.375 -0.193
O: -0.110 2.572 0.875
H: -1.828 6.222 1.782
H: -2.039 4.745 3.160
H: -3.391 3.254 1.558
H: -3.009 5.402 -0.694
H: 0.119 4.975 -0.142
H: -1.001 6.070 -1.216
H: 0.236 4.899 -2.021
H: -2.894 2.314 -2.441
H: -2.836 4.109 -3.017
H: -1.410 2.238 -4.469
H: -0.697 3.974 -4.254
H: 1.267 2.529 -3.830
H: 0.761 2.687 -2.022
H: -0.493 0.199 -2.290
H: 0.160 0.195 -4.106
H: 2.569 1.032 -2.793
H: 2.208 -0.735 -3.361
H: 2.315 -1.662 -1.086
H: 0.857 -0.534 -0.659
H: 2.171 1.247 0.356
H: 3.078 -0.323 0.896
H: 5.155 0.264 -0.023
H: 4.490 0.589 -1.758
H: 5.512 2.705 -1.231
H: 5.118 2.696 0.621
H: 2.582 3.394 0.048
H: 2.879 3.264 -1.825
H: 3.827 4.581 -0.726
C: -2.609 -1.088 1.380
C: -2.196 -2.149 2.188
C: -2.896 -3.357 2.167
C: -4.009 -3.494 1.326
C: -4.429 -2.428 0.520
C: -3.724 -1.224 0.552
N: -4.732 -4.771 1.281
O: -4.341 -5.683 2.023
O: -5.691 -4.864 0.501
H: -2.057 -0.149 1.396
H: -1.327 -2.035 2.832
H: -2.561 -4.174 2.803
H: -5.294 -2.520 -0.134
H: -4.041 -0.392 -0.073
C: -0.077 -6.446 2.877
C: 0.015 -5.845 1.621
C: 1.167 -5.139 1.266
C: 2.226 -5.046 2.179
C: 2.132 -5.641 3.444
C: 0.975 -6.342 3.789
N: 3.449 -4.327 1.802
O: 3.486 -3.797 0.682
O: 4.376 -4.295 2.624
H: -0.975 -7.000 3.148
H: -0.810 -5.929 0.917
H: 1.223 -4.677 0.283
H: 2.945 -5.572 4.164
H: 0.894 -6.811 4.767

Atomic forces in eV per Å
-1.8685 -2.8689 -2.2120
1.8105 2.9215 3.1019
0.3035 -0.1869 1.8985
-0.1432 0.4948 0.4727
1.4635 0.0958 0.0981
-0.5135 0.7150 -0.3762
-0.2785 -0.5323 -0.3052
0.3309 -0.5461 -0.9880
1.1149 0.3064 -0.6048
-0.5580 -0.7301 -0.4364
-0.6944 0.2728 0.5105
-0.1820 -1.0112 0.1931
0.7469 -0.0470 0.5048
0.6158 0.2486 -0.8399
0.0990 0.3342 1.3058
2.4301 -4.4631 2.9449
2.8295 5.5288 0.0906
-5.5770 0.5331 -5.3467
-0.6150 -2.4409 0.3324
-0.7562 1.1248 -2.6507
1.5321 2.0502 -1.5693
0.4311 -1.4064 0.6059
-1.6614 -0.2239 -2.0323
0.5222 -2.2744 0.0736
-1.7056 -0.0105 1.7307
2.0051 1.9658 0.0269
1.4100 -1.7035 1.0242
1.0086 1.5297 1.6503
-0.4887 -2.0336 1.5577
-1.7492 -0.5182 1.5916
-1.0307 -0.7870 -1.8226
1.6227 0.9610 -1.2597
0.0381 1.0833 2.2621
-1.1324 -1.8205 0.6589
-0.6920 1.8104 1.5023
-0.4632 2.5479 -0.1793
2.3722 0.0384 -0.8141
1.4374 -1.4554 -0.9034
-0.5046 1.5377 -1.8334
-1.7422 1.2746 -1.3534
-0.6932 0.4753 2.2642
-1.6959 -0.5315 1.6927
-1.3148 -0.5009 -2.2003
1.5053 0.0842 -1.8248
1.2814 0.3949 1.9445
-0.9637 -2.3150 -0.4473
0.1278 0.0399 0.2209
-0.4699 -0.2424 -0.2711
0.0424 -0.0035 -0.0101
0.4043 0.6222 0.0326
0.0772 0.0715 0.0094
-0.0353 -0.3924 0.1612
-0.4652 -0.6518 -0.0942
-0.6008 0.9949 -0.9945
1.2614 -0.0672 1.1312
-0.1383 -0.0622 -0.2280
-0.1797 -0.0531 -0.1244
-0.2421 0.0693 -0.2348
0.2042 -0.1868 0.2337
0.1834 -0.1267 0.1443
0.0912 0.0539 -0.0291
0.2970 0.0192 0.2488
0.0679 -0.0140 0.0685
-0.8630 -0.5068 0.2336
-0.0171 0.0033 -0.0527
0.0541 0.1934 -0.3940
1.1075 0.7861 -0.5421
-0.0260 -0.8445 1.7456
-1.2668 -0.0491 -1.1293
0.1569 0.1379 -0.0672
0.1866 0.0741 0.1364
0.1835 -0.0204 0.3043
-0.0936 0.1080 -0.3472
0.0656 0.1253 -0.1911

(4)
Below is the molecule C17H31NOSi in a non-equilibrium geometry, with properties calculated with ωB97M-V/def2-TZVPD.

## Properties
- Lowest unoccupied orbital energy: 0.7 eV
- SMILES: CCCCO[Si@@H](CCCCCN)Cc1ccccc1C

Element x y z (Å)
C: -0.363 -2.530 3.531
C: -0.755 -0.992 3.762
C: 0.462 0.057 3.646
C: 1.786 -0.502 2.943
O: 1.605 -1.003 1.595
Si: 1.839 0.208 0.383
C: 0.988 -0.479 -1.228
C: 0.811 -2.084 -1.021
C: 0.027 -2.769 -2.279
C: -1.516 -2.326 -2.326
C: -2.489 -3.185 -1.385
N: -2.334 -2.913 0.086
C: 0.972 1.886 0.750
C: 0.914 2.825 -0.566
C: 2.177 3.592 -1.093
C: 2.128 4.513 -2.360
C: 0.808 4.690 -3.178
C: -0.461 3.959 -2.669
C: -0.395 3.044 -1.391
C: -1.794 2.309 -1.021
H: 0.611 -2.858 4.025
H: -1.253 -3.213 3.804
H: -0.225 -2.668 2.389
H: -1.151 -0.920 4.848
H: -1.610 -0.612 3.101
H: 0.763 0.331 4.731
H: 0.043 1.018 3.192
H: 2.135 -1.406 3.577
H: 2.659 0.258 3.025
H: 3.251 0.408 0.015
H: 1.684 -0.272 -2.107
H: -0.041 0.027 -1.320
H: 1.866 -2.536 -0.914
H: 0.195 -2.350 -0.099
H: 0.070 -3.911 -2.145
H: 0.633 -2.500 -3.209
H: -1.871 -2.515 -3.412
H: -1.627 -1.223 -2.042
H: -2.442 -4.314 -1.626
H: -3.568 -2.856 -1.656
H: -1.881 -1.982 0.176
H: -3.290 -2.751 0.465
H: -0.126 1.678 1.036
H: 1.486 2.468 1.593
H: 3.200 3.539 -0.573
H: 3.064 5.071 -2.719
H: 0.812 5.344 -4.120
H: -1.421 4.103 -3.266
H: -1.965 2.214 0.101
H: -1.727 1.279 -1.544
H: -2.684 2.848 -1.503

Atomic forces in eV per Å
-0.7695 0.1920 -1.6631
0.1293 -0.0323 1.1562
0.0191 -0.0133 0.6925
0.2831 -0.5064 1.4715
0.3512 2.4209 -0.1050
-1.6054 -0.9900 -0.9598
-0.2179 -1.0292 1.0005
-0.3242 -0.0950 -1.0232
0.5254 0.1057 1.1650
0.2458 -0.9539 -0.4459
-1.1161 0.5047 -0.8935
-0.3865 0.8677 -0.5126
-0.6674 1.4378 -0.5847
0.1833 2.1946 -2.9614
-2.5273 0.8079 -1.9992
-3.0646 -1.7283 0.8909
0.3424 -2.3157 3.4309
3.8300 -0.1279 1.5261
1.2046 1.3194 -0.9854
1.0896 0.0328 -0.9436
-1.5442 0.5250 -0.3903
1.5827 1.0742 -0.1580
-0.0549 0.0519 1.8648
0.5209 0.0406 -1.7323
1.1926 -0.9990 0.7085
-0.2367 -0.3776 -1.7696
0.8833 -1.2969 0.4323
-0.5242 1.4514 -1.0459
-1.4419 -0.9426 -0.2719
0.2688 0.0794 0.4576
-1.2304 -0.1791 0.9541
1.6639 -0.6959 -0.2141
-1.6983 0.5201 -0.1158
1.1194 0.5595 -1.0359
-0.0564 1.6290 -0.2765
-1.1558 -0.3113 0.9840
0.3953 0.6047 1.7469
0.0833 -1.4410 -0.5974
0.2467 1.7475 0.4943
1.6666 -0.6227 0.0335
-0.3223 -0.8444 -0.0137
1.0273 -0.3372 -0.2445
1.7579 0.2917 -0.2514
-0.8422 -0.7375 -1.1148
-1.8866 -0.1071 -0.6937
-1.5515 -1.0723 0.7590
-0.1303 -1.1522 1.6929
1.3781 -0.4124 1.1666
0.2615 0.0301 -1.5675
-0.3305 1.4420 1.1565
1.4332 -0.6096 0.7861

no.,frontier orbital gap (Eh)
1,0.3404
2,0.3502
3,0.2211
4,0.3364